Molecular formula: C4H12N2O
Method: DFT, ωB97M-V with the def2-TZVPD basis set

Results
SMILES: [H]/N=C(/C)OC.CN
Gap between HOMO and LUMO (eV): 9.75
Energy relative to the best compared isomer or geometry (same formula, charge and spin) (eV): 2.0766
F_max (eV/A): 2.62

Each atom is followed by the atoms it is bonded to, with distances in Å.
Positions of all 19 atoms, in Å:
1 C -1.267 -1.610 0.944  O4 1.406, H7 1.102, H8 1.097, H9 1.093
2 C 0.418 0.037 2.634  C3 1.491, H10 1.086, H11 1.090, H12 1.091
3 C 0.562 0.114 1.151  C2 1.491, O4 1.503, N5 1.234
4 O -0.549 -0.541 0.380  C1 1.406, C3 1.503
5 N 1.497 0.618 0.525  C3 1.234, H6 1.140
6 H 1.310 0.600 -0.600  N5 1.140
7 H -0.609 -2.457 1.194  C1 1.102
8 H -1.813 -1.318 1.850  C1 1.097
9 H -1.992 -1.944 0.198  C1 1.093
10 H 1.211 0.630 3.080  C2 1.086
11 H 0.496 -0.993 2.979  C2 1.090
12 H -0.554 0.423 2.943  C2 1.091
13 C 0.043 1.463 -2.621  N14 1.460, H17 1.096, H18 1.089, H19 1.090
14 N 0.632 0.246 -2.071  C13 1.460, H15 1.015, H16 1.030
15 H 0.982 -0.358 -2.808  N14 1.015
16 H -0.068 -0.277 -1.524  N14 1.030
17 H -0.817 1.272 -3.273  C13 1.096
18 H -0.282 2.090 -1.791  C13 1.089
19 H 0.799 2.006 -3.189  C13 1.090